[1]
A cluster of 3 separate species, C3H14N2O2 in total in a non-equilibrium geometry, computed with ωB97M-V with the def2-TZVPD basis set.

Computed properties:
SMILES   C[C@H](N)CN.O.O
Orbital gap   9.11 eV
Maximum force   0.12673 Eh/bohr
HOMO level   -8.38 eV
ΔE to the lowest compared entry with this formula, charge and spin   2.627 eV

CARTESIAN COORDINATES (ANGSTROEM)
C: 1.218 0.164 -0.095
C: 0.222 -0.691 -0.857
N: -1.136 -0.413 -0.401
C: 0.462 -2.279 -0.647
N: -0.403 -2.973 -1.574
H: 1.374 -0.317 0.812
H: 2.177 0.392 -0.557
H: 0.538 0.964 0.366
H: 0.228 -0.339 -1.852
H: -1.397 -0.226 0.544
H: -1.550 0.068 -1.131
H: 0.157 -2.515 0.298
H: 1.558 -2.545 -0.701
H: 0.024 -3.210 -2.461
H: -1.324 -2.605 -1.759
O: -1.452 2.102 2.181
H: -0.585 2.222 2.238
H: -2.063 2.644 1.808
O: 1.135 2.968 0.939
H: 2.052 2.923 0.548
H: 0.654 2.473 0.328

Force components x, y, z for each atom (eV/Å):
-2.1 1.0 0.6
0.4 -1.4 2.5
0.8 -1.6 -0.5
0.8 2.8 -3.5
0.6 -1.6 -0.8
1.0 -1.3 1.8
-0.3 0.4 -0.1
1.6 -0.7 -1.4
0.2 -0.5 -1.5
0.2 0.4 0.2
-1.7 1.3 -0.6
-0.8 -0.3 2.8
-1.2 0.0 -0.5
0.1 0.1 0.2
0.2 0.4 0.6
-3.7 -5.0 1.9
5.3 2.0 -0.2
-1.5 3.0 -1.7
2.8 1.7 0.9
-1.4 0.2 0.9
-1.4 -1.0 -1.6



[2]
The molecule C19H24N2O6S in a non-equilibrium geometry, computed with ωB97M-V with the def2-TZVPD basis set.

Computed properties:
SMILES   CCN(CC)S(=O)(=O)c1cccc(NC(=O)COC(=O)c2cc(C)oc2C)c1
Orbital gap   9.28 eV
Maximum force   0.02357 Eh/bohr
HOMO level   -8.79 eV
ΔE to the lowest compared entry with this formula, charge and spin   0.000 eV

CARTESIAN COORDINATES (ANGSTROEM)
C: -6.287 -1.479 1.180
C: -5.322 -0.583 0.410
N: -4.016 -1.184 0.270
C: -3.206 -1.421 1.441
C: -2.906 -0.179 2.281
S: -3.206 -0.918 -1.150
O: -2.119 -1.855 -1.208
O: -4.174 -0.914 -2.206
C: -2.498 0.729 -1.019
C: -3.302 1.846 -1.135
C: -2.727 3.099 -0.980
C: -1.374 3.231 -0.721
C: -0.568 2.098 -0.623
N: 0.803 2.153 -0.390
C: 1.603 3.233 -0.206
O: 1.243 4.386 -0.169
C: 3.072 2.855 -0.029
O: 3.264 1.459 -0.193
C: 4.529 0.999 -0.033
O: 5.452 1.723 0.247
C: 4.592 -0.440 -0.242
C: 3.519 -1.322 -0.584
C: 4.058 -2.564 -0.671
C: 3.459 -3.885 -0.990
O: 5.390 -2.507 -0.406
C: 5.716 -1.232 -0.148
C: 7.122 -0.896 0.171
C: -1.148 0.837 -0.768
H: -7.288 -1.058 1.134
H: -5.997 -1.563 2.224
H: -6.302 -2.471 0.738
H: -5.686 -0.451 -0.610
H: -5.258 0.403 0.893
H: -2.280 -1.856 1.063
H: -3.704 -2.172 2.063
H: -2.459 0.604 1.672
H: -2.212 -0.441 3.075
H: -3.813 0.210 2.737
H: -4.349 1.727 -1.360
H: -3.338 3.984 -1.065
H: -0.929 4.206 -0.603
H: 1.279 1.258 -0.389
H: 3.406 3.170 0.968
H: 3.673 3.411 -0.759
H: 2.495 -1.057 -0.746
H: 3.616 -4.581 -0.168
H: 2.393 -3.771 -1.164
H: 3.924 -4.307 -1.880
H: 7.199 0.170 0.360
H: 7.453 -1.450 1.048
H: 7.772 -1.168 -0.660
H: -0.563 -0.067 -0.701

Force components x, y, z for each atom (eV/Å):
0.3 0.2 -0.1
-0.5 0.2 -0.1
0.4 0.0 -1.1
0.5 0.0 0.4
-0.1 -0.2 -0.2
-0.1 -0.1 0.1
0.1 0.2 0.2
-0.1 0.3 0.1
-0.1 -0.6 -0.1
-0.2 0.1 0.0
-0.1 -0.3 0.0
0.2 0.1 0.0
-0.5 0.1 0.0
0.2 -0.5 0.0
0.3 -0.5 0.0
0.1 0.2 0.0
0.3 0.7 0.1
-0.2 -0.2 -0.1
0.4 0.1 0.1
-0.2 0.1 0.0
0.5 -0.7 0.0
0.3 -0.5 0.0
-1.0 0.4 -0.1
0.4 0.1 0.1
0.3 -0.2 0.0
-0.3 1.2 0.1
-0.1 -0.2 0.0
0.2 0.1 0.0
-0.1 0.0 0.0
0.0 0.0 0.1
0.0 -0.1 0.0
-0.2 0.1 0.2
0.0 0.0 -0.1
0.0 -0.1 0.3
0.1 0.0 -0.1
0.0 0.1 0.0
0.1 0.0 0.1
-0.1 0.1 0.1
-0.2 0.1 0.0
-0.1 0.1 0.0
0.0 0.0 0.0
0.0 0.2 0.0
-0.1 0.0 -0.2
-0.2 -0.1 0.1
-0.3 0.0 -0.1
-0.1 -0.1 0.0
0.0 0.0 0.0
0.0 -0.1 -0.1
0.0 0.0 0.0
0.1 0.0 0.1
0.1 0.0 0.0
0.2 -0.1 0.0



[3]
A cluster of 14 separate species, C64H130N14 in total in a non-equilibrium geometry, computed with ωB97M-V with the def2-TZVPD basis set.

Computed properties:
Orbital gap   8.75 eV
Maximum force   0.06914 Eh/bohr
HOMO level   -8.39 eV

CARTESIAN COORDINATES (ANGSTROEM)
C: 2.559 -1.536 -2.271
C: 2.981 -2.804 -3.088
C: 2.595 -2.651 -4.568
C: 3.593 -1.804 -5.262
N: 4.311 -1.215 -5.938
H: 3.005 -0.616 -2.628
H: 2.906 -1.625 -1.242
H: 1.449 -1.449 -2.365
H: 2.374 -3.558 -2.565
H: 4.037 -3.154 -3.032
H: 1.668 -2.196 -4.767
H: 2.578 -3.538 -5.208
C: 2.094 -6.400 3.053
C: 2.947 -5.595 2.128
C: 2.274 -4.572 1.167
C: 1.313 -3.697 1.894
N: 0.654 -2.940 2.437
H: 1.486 -5.849 3.748
H: 2.605 -7.117 3.646
H: 1.380 -6.969 2.380
H: 3.617 -6.214 1.550
H: 3.701 -4.980 2.617
H: 1.622 -5.150 0.501
H: 3.084 -4.015 0.738
C: 3.705 2.208 -2.047
C: 3.882 3.748 -1.991
C: 4.802 4.118 -0.829
C: 6.171 3.593 -0.919
N: 7.170 3.078 -1.157
H: 2.774 2.003 -2.547
H: 3.668 1.813 -1.077
H: 4.552 1.737 -2.545
H: 2.917 4.236 -1.861
H: 4.317 4.035 -2.932
H: 4.283 3.791 0.080
H: 5.046 5.147 -0.693
C: 1.763 1.332 -5.868
C: 1.727 0.474 -7.092
C: 2.809 0.931 -8.189
C: 2.344 2.186 -8.749
N: 1.852 3.017 -9.358
H: 1.418 2.361 -6.186
H: 2.802 1.380 -5.513
H: 1.084 0.844 -5.081
H: 0.732 0.498 -7.506
H: 1.933 -0.568 -6.771
H: 2.957 0.197 -8.939
H: 3.719 1.094 -7.562
C: -1.736 -4.534 6.263
C: -2.442 -5.841 5.897
C: -2.385 -6.214 4.440
C: -3.338 -5.503 3.621
N: -4.034 -5.132 2.811
H: -2.035 -4.232 7.275
H: -1.879 -3.765 5.517
H: -0.617 -4.712 6.270
H: -3.534 -5.929 6.131
H: -2.020 -6.690 6.397
H: -2.362 -7.262 4.257
H: -1.376 -5.944 4.056
C: 8.087 -0.598 -0.132
C: 7.314 -1.058 -1.336
C: 5.787 -0.875 -1.136
C: 5.242 -1.755 -0.092
N: 4.874 -2.571 0.633
H: 8.043 0.501 -0.094
H: 9.131 -0.827 -0.243
H: 7.740 -0.898 0.895
H: 7.552 -2.156 -1.557
H: 7.616 -0.393 -2.162
H: 5.189 -1.099 -2.046
H: 5.589 0.154 -0.922
C: -4.158 -2.961 -5.016
C: -3.789 -1.489 -5.116
C: -3.333 -0.924 -3.755
C: -2.009 -1.601 -3.366
N: -0.939 -1.940 -3.153
H: -3.260 -3.493 -4.646
H: -4.560 -3.371 -5.940
H: -4.942 -3.082 -4.253
H: -4.627 -0.886 -5.535
H: -2.944 -1.417 -5.787
H: -4.069 -1.157 -3.011
H: -3.230 0.192 -3.807
C: -3.348 -4.181 -0.777
C: -3.323 -5.290 -1.891
C: -2.589 -6.604 -1.509
C: -1.331 -6.200 -0.931
N: -0.377 -5.826 -0.387
H: -2.416 -3.922 -0.361
H: -4.104 -4.468 0.010
H: -3.667 -3.280 -1.321
H: -2.865 -4.907 -2.801
H: -4.329 -5.469 -2.118
H: -2.406 -7.258 -2.354
H: -3.213 -7.199 -0.792
C: -0.018 1.205 3.821
C: -1.532 0.966 3.635
C: -1.842 -0.495 4.021
C: -1.600 -0.701 5.398
N: -1.263 -0.865 6.496
H: 0.257 2.132 3.264
H: 0.515 0.373 3.396
H: 0.205 1.293 4.897
H: -1.734 1.173 2.629
H: -2.044 1.644 4.253
H: -1.204 -1.136 3.415
H: -2.908 -0.685 3.725
C: 4.012 0.237 4.579
C: 3.170 -0.934 4.196
C: 2.921 -1.785 5.451
C: 4.138 -2.412 5.978
N: 5.057 -2.931 6.415
H: 4.842 -0.189 5.080
H: 3.422 0.886 5.301
H: 4.456 0.782 3.764
H: 3.533 -1.560 3.428
H: 2.196 -0.634 3.836
H: 2.208 -2.588 5.254
H: 2.505 -1.264 6.354
C: -5.585 -1.718 2.398
C: -6.291 -1.789 3.771
N: -5.591 -1.175 4.894
C: -5.835 0.269 4.918
C: -4.923 1.026 5.886
C: -5.852 -1.878 6.125
C: -4.994 -3.146 6.154
H: -5.918 -0.807 1.953
H: -5.857 -2.525 1.714
H: -4.520 -1.729 2.639
H: -7.331 -1.553 3.611
H: -6.334 -2.840 4.007
H: -5.645 0.614 3.889
H: -6.919 0.364 5.094
H: -5.175 2.077 5.942
H: -5.184 0.789 6.902
H: -3.818 0.987 5.717
H: -6.954 -2.028 6.203
H: -5.584 -1.174 6.913
H: -5.440 -3.951 5.573
H: -5.038 -3.572 7.187
H: -3.964 -2.987 5.669
C: -0.158 5.522 -7.461
C: -1.401 4.907 -6.762
N: -1.055 4.214 -5.511
C: -2.066 3.236 -5.126
C: -1.999 1.985 -5.989
C: -0.598 5.074 -4.415
C: 0.026 4.355 -3.236
H: 0.678 4.792 -7.283
H: 0.046 6.552 -7.019
H: -0.284 5.618 -8.544
H: -2.145 5.672 -6.437
H: -1.908 4.155 -7.404
H: -1.788 2.849 -4.161
H: -3.131 3.654 -5.032
H: -2.189 2.269 -7.036
H: -0.976 1.575 -6.104
H: -2.788 1.181 -5.749
H: -1.495 5.548 -3.995
H: 0.147 5.828 -4.791
H: 0.498 5.128 -2.553
H: 0.801 3.643 -3.603
H: -0.759 3.993 -2.662
C: -0.073 4.992 2.043
C: 1.244 4.550 1.437
N: 2.438 5.275 1.963
C: 2.428 6.711 1.780
C: 2.439 7.046 0.261
C: 2.755 4.882 3.330
C: 4.249 4.592 3.574
H: 0.034 5.185 3.117
H: -0.897 4.286 1.961
H: -0.436 5.949 1.669
H: 1.361 3.491 1.547
H: 1.186 4.718 0.285
H: 1.548 7.191 2.321
H: 3.322 7.145 2.179
H: 3.255 6.572 -0.299
H: 1.414 6.964 -0.291
H: 2.759 8.094 0.265
H: 2.152 3.965 3.511
H: 2.354 5.651 3.977
H: 4.369 4.847 4.660
H: 4.880 5.218 2.882
H: 4.436 3.573 3.333
C: -1.565 -1.076 0.673
C: -2.756 -0.176 0.306
N: -2.405 0.794 -0.764
C: -1.343 1.640 -0.228
C: -0.046 1.621 -1.081
C: -3.622 1.560 -1.110
C: -4.187 2.436 0.041
H: -1.205 -1.719 -0.149
H: -1.865 -1.823 1.377
H: -0.721 -0.556 1.143
H: -3.607 -0.779 -0.056
H: -3.037 0.365 1.226
H: -1.057 1.476 0.842
H: -1.556 2.673 -0.248
H: 0.545 2.541 -0.972
H: -0.301 1.351 -2.093
H: 0.592 0.819 -0.663
H: -3.394 2.208 -1.965
H: -4.388 0.793 -1.391
H: -3.573 3.356 0.171
H: -5.275 2.747 -0.116
H: -4.286 1.796 0.961

Force components x, y, z for each atom (eV/Å):
0.2 -0.5 -0.7
-0.8 0.0 0.7
1.9 -0.1 -0.5
-0.3 -0.2 -0.2
0.2 0.2 0.2
0.1 0.3 -0.4
-0.5 -0.2 0.1
0.9 0.0 0.4
0.2 -0.3 -0.7
-0.6 0.6 0.2
-1.5 0.7 0.3
0.1 -0.4 0.6
-1.8 -0.7 -1.7
1.4 1.6 0.1
-1.6 -1.7 1.4
1.7 -0.5 -0.9
-0.8 0.6 0.6
-0.3 0.7 0.2
0.9 -0.7 0.3
0.5 0.4 0.9
-0.2 -0.6 -0.6
-0.1 0.0 0.8
0.5 0.4 -0.5
-0.1 0.5 -0.6
0.2 1.4 -1.0
0.5 -1.0 0.1
0.3 -0.2 0.5
-0.7 -1.2 -0.5
0.3 0.1 0.2
-0.2 -0.4 -0.3
-0.3 -0.7 1.6
-0.1 0.0 -0.2
0.1 0.1 0.1
0.1 0.5 -0.5
0.5 0.0 0.1
-0.7 1.2 -0.1
-0.7 0.6 0.4
1.0 -1.1 -0.8
-0.6 0.5 3.5
0.2 -0.9 -0.5
-0.3 1.0 -0.2
0.2 -0.9 1.0
-0.3 0.1 0.3
0.9 1.1 -0.9
-0.4 -0.1 -0.4
0.0 0.5 -0.6
0.2 -0.6 -0.7
-0.4 -0.2 -0.9
1.0 -1.0 0.4
-1.3 -0.5 0.2
2.2 1.4 -0.4
1.3 -1.5 0.6
-1.7 1.3 -1.5
0.1 0.3 -0.5
-0.4 0.3 0.1
-1.1 0.1 0.1
0.8 0.7 0.4
0.5 -0.3 0.7
-0.8 -0.9 -0.1
-0.4 0.2 0.1
-0.2 1.2 1.4
-0.5 -1.3 -0.2
0.0 -0.8 -0.7
0.3 -0.4 0.0
0.1 0.5 -0.1
0.0 -0.1 0.0
0.5 -0.3 0.1
0.2 -0.3 -1.2
-0.4 1.5 0.0
-0.1 -0.6 0.0
0.6 0.0 0.4
-0.2 0.7 0.4
0.0 0.1 1.0
-0.3 0.2 -0.1
1.2 -0.2 -0.6
-2.0 2.0 -0.5
0.6 -0.6 0.1
-0.6 -0.1 -0.5
0.3 -0.1 -0.1
0.1 -0.1 -0.1
0.6 -0.3 0.4
0.1 0.3 -0.4
-0.3 -0.1 0.6
0.4 -1.1 0.3
-2.0 -0.9 -1.2
1.4 0.7 0.9
-1.3 0.2 0.4
1.7 0.1 1.5
-1.2 -0.5 -0.9
1.2 -0.1 0.6
0.9 0.5 -0.7
-0.3 -0.1 0.4
0.2 0.2 0.0
-1.5 -0.6 -0.5
0.0 0.0 -0.3
0.8 0.6 -0.3
-0.7 1.1 0.0
2.3 -1.1 1.0
-1.7 1.0 -2.3
0.9 -0.8 2.6
-0.6 0.2 -1.1
0.1 -0.5 0.6
0.4 -0.3 -0.2
0.2 0.1 -0.5
-0.8 0.0 -1.3
-1.0 0.9 0.8
0.0 -0.3 0.2
0.8 -0.2 0.6
-0.7 0.7 0.6
-1.5 0.2 1.2
-0.3 -0.3 0.9
-0.6 0.1 -0.4
0.7 -0.3 0.3
1.1 0.0 0.9
0.9 -0.5 -1.0
-0.3 0.5 -0.5
0.9 -0.7 -0.9
-0.3 0.2 -0.1
0.0 0.0 -0.1
0.1 0.1 -1.1
-0.1 0.1 1.3
0.8 -1.8 -0.5
0.2 0.7 -1.6
0.5 -0.6 -0.5
-0.2 0.5 0.1
0.0 0.5 -0.3
0.1 -0.5 0.4
0.4 0.9 -0.7
0.1 -0.1 0.3
0.1 0.0 -0.6
-0.8 0.9 0.4
0.0 -0.5 0.1
-0.1 0.0 0.3
0.1 0.8 0.3
-0.1 0.5 -0.7
0.4 -0.7 0.6
-1.1 -0.5 0.0
0.4 -0.5 0.3
0.1 -0.4 0.3
-0.2 0.0 -0.3
0.8 0.4 -0.6
-1.5 0.0 1.4
0.0 0.1 1.0
-0.2 0.2 0.6
0.7 -0.9 -0.2
-0.2 -0.1 0.4
-0.9 -0.7 -1.7
-0.1 0.6 -0.6
2.1 1.5 -0.7
-0.5 1.0 -0.2
0.1 -1.4 -0.6
-0.1 0.0 0.3
0.1 0.0 -0.8
0.4 0.7 0.3
0.0 0.3 0.8
1.1 -0.4 -0.3
-0.4 -0.2 0.2
-0.5 0.0 0.8
1.3 1.2 -0.1
0.0 0.8 -0.1
-1.0 -0.6 0.1
-0.2 -0.8 -0.9
-0.7 0.2 0.7
-1.0 -1.6 1.1
-0.4 0.6 0.9
0.2 1.7 -2.1
-0.3 -1.2 -0.5
-1.5 -0.6 -1.4
-1.1 1.2 0.0
-0.6 -0.8 -0.7
-0.8 1.9 0.3
0.1 -0.3 0.0
0.1 -0.3 -0.3
0.1 0.0 -0.4
0.4 -0.6 0.3
0.2 -0.3 1.8
0.8 -0.2 -0.6
0.6 0.0 0.5
-0.5 -0.5 0.3
1.9 0.0 1.0
-0.5 0.2 -0.5
0.5 0.4 0.3
0.1 0.2 0.7
0.7 -0.5 -1.0
-0.5 -0.4 1.0
0.4 -0.9 0.1
-0.1 -0.4 -0.7
0.8 -0.4 -0.3
-0.5 -0.1 1.4
1.9 0.5 -0.3
0.4 -1.4 1.5
-0.5 -0.1 0.4
-1.3 -0.2 0.2
0.0 0.7 -0.1
-0.5 -0.4 0.8
-0.2 0.0 -0.3
0.3 0.1 0.3
-0.2 -0.3 -0.3
-0.5 -0.3 -0.9
-1.2 1.3 0.0
-0.4 -0.1 -0.3
0.1 0.2 -0.5
-0.1 0.1 -0.5
-0.1 -0.2 -0.1
0.6 0.7 0.0
-0.5 -0.7 0.3
1.5 -0.2 -0.3
0.5 1.0 -0.6



[4]
A structure of composition C6H9IrO3 in a non-equilibrium geometry, computed with ωB97M-V with the def2-TZVPD basis set.

Computed properties:
Net charge   +3
Orbital gap (spin up / spin down)   6.78 / 6.84 eV
⟨S²⟩   8.811
Maximum force   0.11076 Eh/bohr
HOMO level (spin up / spin down)   -22.74 / -23.87 eV
Spin multiplicity   6

CARTESIAN COORDINATES (ANGSTROEM)
O: -1.322 1.699 0.626
Ir: -0.422 -2.490 1.650
C: -1.284 -0.806 0.895
O: 0.928 -1.020 0.251
C: -0.194 1.140 0.725
C: 0.842 1.765 1.602
H: 0.905 2.836 1.380
H: 1.854 1.373 1.447
H: 0.543 1.689 2.656
C: -0.085 -0.193 0.072
O: -1.907 -0.710 -0.452
C: -2.229 -0.391 -1.794
H: -2.121 0.684 -1.968
H: -1.528 -1.005 -2.364
H: -3.279 -0.665 -1.942
C: 2.113 -0.990 -0.570
H: 2.002 -0.331 -1.436
H: 2.872 -0.562 0.088
H: 2.312 -2.024 -0.863

Force components x, y, z for each atom (eV/Å):
1.6 0.1 -0.1
-0.6 -0.7 0.6
0.4 0.1 -4.7
-1.6 0.7 -1.3
-1.7 1.7 -1.0
0.7 0.1 0.0
-0.3 0.2 -0.1
-0.3 -0.3 0.0
-0.1 -0.1 -0.1
-1.5 -1.8 4.8
2.2 -0.6 5.2
-0.4 0.8 -2.3
0.0 -0.2 0.0
-0.4 0.1 -0.4
0.1 -0.2 0.1
2.0 0.4 -0.6
-0.3 -0.2 0.1
0.3 -0.4 -0.2
0.1 0.3 0.1